No. 1
{
  "formula": "C22H30CoO2Si",
  "method": "wB97M-V/def2-TZVPD",
  "total_charge": 1,
  "spin_multiplicity": 5,
  "de_lowest_kj_mol": 85.64,
  "gap_ha": [0.328, 0.236],
  "fmax_ev_per_a": 4.386,
  "symbols": ["C", "C", "C", "H", "C", "C", "H", "H", "H", "H", "Co", "C", "H", "H", "H", "Si", "C", "C", "H", "C", "H", "C", "H", "C", "H", "C", "H", "C", "C", "H", "C", "H", "C", "H", "C", "H", "C", "H", "H", "H", "C", "O", "C", "C", "O", "C", "H", "H", "H", "H", "H", "H", "H", "H", "H", "H"],
  "positions_angstrom": [[0.828, 1.514, 0.005], [-0.263, 1.552, -0.911], [-1.472, 1.585, -0.166], [-0.169, 1.594, -1.995], [-1.137, 1.567, 1.230], [0.294, 1.498, 1.339], [0.861, 1.495, 2.266], [1.891, 1.541, -0.239], [-2.470, 1.687, -0.590], [-1.839, 1.644, 2.057], [-0.402, -0.091, 0.340], [-1.653, -2.207, -2.723], [-2.377, -1.932, -1.917], [-1.067, -3.116, -2.401], [-2.277, -2.535, -3.571], [-0.125, -1.289, -3.765], [1.842, -0.981, -4.204], [2.485, 0.284, -4.196], [1.913, 1.235, -4.372], [3.890, 0.333, -3.946], [4.325, 1.312, -3.753], [4.706, -0.814, -3.954], [5.779, -0.768, -3.828], [4.097, -2.063, -4.172], [4.652, -3.003, -4.212], [2.699, -2.127, -4.228], [2.357, -3.155, -4.225], [-1.316, 0.161, -4.315], [-0.904, 0.997, -5.361], [0.052, 0.764, -5.852], [-1.728, 2.049, -5.785], [-1.414, 2.603, -6.658], [-2.899, 2.390, -5.099], [-3.506, 3.223, -5.440], [-3.262, 1.628, -3.985], [-4.163, 1.884, -3.427], [-2.507, 0.501, -3.621], [-2.932, -0.141, -2.839], [0.176, -0.804, -2.388], [0.549, -2.542, -4.188], [-2.785, -1.620, 1.295], [-1.435, -1.738, 0.837], [-0.756, -2.998, 1.129], [0.738, -2.819, 0.890], [0.955, -1.637, 0.094], [2.345, -1.403, -0.230], [-2.777, -1.463, 2.381], [-3.335, -2.525, 1.016], [-3.174, -0.733, 0.789], [-0.926, -3.269, 2.198], [-1.171, -3.759, 0.447], [1.252, -2.688, 1.858], [1.150, -3.694, 0.359], [2.359, -0.632, -1.015], [2.864, -1.041, 0.675], [2.790, -2.340, -0.601]],
  "mulliken_charge": [-0.6093, 0.0665, -0.4283, 0.5723, -0.7807, -0.5614, 0.5507, 0.6728, 0.6390, 0.5299, 0.1049, -1.3498, 0.2286, 0.2547, 0.5799, 0.5523, 0.4603, -0.1016, 0.2610, -0.5348, 0.4039, -0.5305, 0.4346, -0.5438, 0.3675, -0.6680, 0.2958, 0.3982, -0.4574, 0.4118, -0.6765, 0.3951, -0.5106, 0.4020, -0.6413, 0.4087, -0.0914, 0.2348, 0.1421, -0.2629, -0.9157, 0.0315, -0.6803, -0.5354, 0.0084, -0.7140, 0.2930, 0.3570, 0.2779, 0.3310, 0.4108, 0.4114, 0.3866, 0.0862, 0.2756, 0.3564]
}

=====

No. 2
{
  "formula": "C23H39F5N4O8PS",
  "method": "wB97M-V/def2-TZVPD",
  "total_charge": 1,
  "spin_multiplicity": 1,
  "gap_ha": 0.343,
  "fmax_ev_per_a": 3.514,
  "symbols": ["C", "C", "C", "C", "C", "C", "C", "C", "C", "N", "C", "N", "C", "C", "N", "P", "O", "O", "S", "N", "C", "C", "C", "C", "F", "F", "C", "F", "F", "F", "H", "H", "H", "H", "H", "H", "H", "H", "H", "H", "H", "H", "H", "H", "H", "H", "H", "H", "H", "H", "H", "H", "H", "H", "H", "H", "H", "H", "H", "H", "H", "C", "C", "O", "C", "O", "O", "H", "H", "H", "H", "C", "C", "O", "C", "O", "O", "H", "H", "H", "H"],
  "positions_angstrom": [[3.623, -2.621, -1.057], [4.695, -1.886, -0.264], [4.405, -0.394, 0.035], [2.940, 0.005, 0.013], [2.794, 1.534, 0.103], [1.517, 1.979, 0.843], [0.988, 3.334, 0.325], [-0.455, 3.295, -0.213], [-0.772, 2.016, -0.962], [0.339, 1.643, -1.827], [0.511, 0.563, -2.568], [1.613, 0.434, -3.335], [1.499, -0.735, -3.935], [2.552, -1.165, -4.882], [0.359, -1.366, -3.559], [-0.240, -2.913, -4.059], [-0.479, -3.754, -2.743], [0.910, -3.682, -4.799], [-1.839, -2.753, -5.102], [-0.296, -0.509, -2.670], [-1.544, -0.871, -2.031], [-1.321, -1.535, -0.649], [-2.312, -1.047, 0.427], [-2.981, -2.237, 1.075], [-3.673, -2.966, 0.164], [-2.034, -3.044, 1.621], [-3.977, -1.834, 2.188], [-4.491, -2.918, 2.797], [-3.348, -1.069, 3.110], [-4.983, -1.119, 1.638], [3.612, -2.295, -2.094], [3.873, -3.679, -1.076], [2.636, -2.539, -0.615], [4.919, -2.404, 0.662], [5.607, -1.923, -0.852], [4.939, 0.223, -0.681], [4.778, -0.176, 1.030], [2.391, -0.433, 0.845], [2.456, -0.301, -0.913], [2.892, 2.004, -0.871], [3.638, 1.904, 0.678], [0.755, 1.204, 0.839], [1.807, 2.116, 1.877], [1.002, 4.029, 1.159], [1.649, 3.776, -0.414], [-0.588, 4.137, -0.887], [-1.176, 3.427, 0.585], [-1.653, 2.190, -1.580], [-1.040, 1.207, -0.292], [1.091, 2.308, -1.894], [3.031, -0.268, -5.248], [2.177, -1.709, -5.733], [3.307, -1.752, -4.372], [0.352, -3.864, -2.250], [0.892, -3.470, -5.740], [-2.109, -1.560, -2.646], [-2.174, -0.006, -1.902], [-1.433, -2.607, -0.739], [-0.292, -1.360, -0.346], [-1.743, -0.584, 1.224], [-3.076, -0.382, 0.043], [-5.935, -3.691, 5.392], [-6.467, -5.074, 5.704], [-7.105, -4.878, 6.968], [-7.432, -3.565, 7.081], [-8.114, -3.109, 7.931], [-6.862, -2.846, 6.078], [-5.930, -3.469, 4.337], [-4.936, -3.525, 5.803], [-7.213, -5.408, 4.980], [-5.687, -5.827, 5.782], [2.698, 7.446, 1.090], [2.303, 7.446, -0.372], [3.354, 6.682, -0.973], [3.898, 5.887, -0.019], [4.670, 5.013, -0.230], [3.425, 6.217, 1.207], [1.847, 7.452, 1.765], [3.362, 8.273, 1.345], [1.352, 6.937, -0.548], [2.258, 8.441, -0.805]],
  "mulliken_charge": [-0.6825, -0.7203, -0.8546, 0.3483, -0.8477, -0.2640, -0.9891, -1.2576, -0.7138, 0.0194, 0.2545, -0.5333, 0.7785, -1.1808, 0.2904, 0.2298, -0.4211, -0.4540, -0.2816, 0.1928, -1.5000, 0.3462, -1.3247, 0.5067, -0.3107, -0.3087, 0.6613, -0.2412, -0.2570, -0.2600, -0.0609, 0.4962, 0.1825, 0.3786, 0.3018, 0.4098, 0.3641, 0.2007, -0.5773, 0.5356, 0.6607, -0.1335, 0.6448, 0.4427, 0.3905, 0.4203, 0.4241, 0.5977, 0.1938, 0.3399, 0.4210, 0.3745, 0.1692, 0.3758, 0.3902, 0.1997, 0.6613, 0.7917, 0.0668, 0.4441, 0.6051, 0.0470, -0.3562, -0.3189, 0.6171, -0.4983, -0.3312, 0.0899, 0.1922, 0.2876, 0.2943, -0.3732, -0.2018, -0.3475, 0.7426, -0.5284, -0.3377, 0.2913, 0.3097, 0.1604, 0.3244]
}

=====

No. 3
{
  "formula": "C6H11NO2",
  "method": "wB97M-V/def2-TZVPD",
  "spin_multiplicity": 1,
  "de_lowest_kj_mol": 409.88,
  "gap_ha": 0.340,
  "fmax_ev_per_a": 6.455,
  "symbols": ["C", "C", "C", "N", "C", "C", "C", "O", "O", "H", "H", "H", "H", "H", "H", "H", "H", "H", "H", "H"],
  "positions_angstrom": [[-0.397, 0.223, 0.687], [-0.840, -0.569, -1.586], [2.073, -1.491, 1.060], [0.064, -0.258, -0.494], [1.021, -1.701, -0.002], [-1.088, 1.840, -0.059], [-0.331, 2.911, -0.179], [-1.369, -0.408, 1.411], [0.909, -2.708, -0.642], [-2.058, -0.740, 0.819], [0.368, 0.585, 1.369], [-2.161, 1.839, -0.230], [-0.725, 0.189, -2.359], [-0.554, -1.549, -1.973], [-1.900, -0.622, -1.321], [2.610, -0.565, 0.857], [1.594, -1.410, 2.036], [2.776, -2.326, 1.054], [0.742, 2.869, -0.030], [-0.733, 3.891, -0.418]],
  "mulliken_charge": [-0.5516, -0.9254, -1.1721, -0.0509, 0.8323, -0.1360, -0.6951, -0.5084, -0.4895, 0.3743, 0.5523, 0.2775, 0.2658, 0.3938, 0.3192, 0.3271, 0.3111, 0.3436, 0.2485, 0.2835]
}

=====

No. 4
{
  "formula": "C5H9NO",
  "method": "wB97M-V/def2-TZVPD",
  "spin_multiplicity": 1,
  "de_lowest_kj_mol": 476.83,
  "gap_ha": 0.298,
  "fmax_ev_per_a": 0.373,
  "symbols": ["O", "C", "C", "C", "C", "N", "C", "H", "H", "H", "H", "H", "H", "H", "H", "H"],
  "positions_angstrom": [[-2.426, -1.278, 0.710], [-1.395, -0.786, -0.105], [-1.103, 0.737, -0.109], [0.365, 0.381, -0.020], [2.272, 0.638, -0.779], [1.439, 1.156, 0.169], [0.077, -1.080, 0.295], [-2.230, -1.021, 1.621], [-1.617, -1.147, -1.113], [-1.473, 1.235, 0.803], [-1.459, 1.308, -0.974], [1.975, 0.676, -1.819], [3.296, 0.360, -0.528], [1.536, 1.998, 0.737], [0.583, -1.872, -0.260], [0.159, -1.303, 1.372]],
  "mulliken_charge": [-0.5481, 0.0389, -0.6713, 0.0979, -0.6734, -0.0891, -0.5863, 0.3294, 0.3643, 0.2664, 0.2214, 0.2659, 0.2934, 0.2271, 0.2469, 0.2165]
}

=====

No. 5
{
  "formula": "C15H29NO4S",
  "method": "wB97M-V/def2-TZVPD",
  "spin_multiplicity": 1,
  "de_lowest_kj_mol": 7.26,
  "gap_ha": 0.392,
  "fmax_ev_per_a": 0.806,
  "symbols": ["C", "C", "C", "C", "C", "C", "C", "C", "C", "C", "H", "H", "O", "C", "O", "N", "H", "C", "C", "H", "H", "S", "O", "O", "C", "C", "H", "H", "H", "H", "H", "H", "H", "H", "H", "H", "H", "H", "H", "H", "H", "H", "H", "H", "H", "H", "H", "H", "H", "H"],
  "positions_angstrom": [[-7.335, -1.167, 0.187], [-6.830, 0.087, -0.517], [-5.879, 0.920, 0.343], [-4.547, 0.226, 0.619], [-3.580, 1.135, 1.376], [-2.250, 0.443, 1.665], [-1.278, 1.366, 2.396], [0.022, 0.676, 2.811], [0.879, 0.253, 1.620], [2.227, -0.297, 2.077], [2.805, 0.488, 2.577], [2.095, -1.145, 2.752], [2.985, -0.810, 0.983], [3.655, 0.096, 0.248], [3.698, 1.281, 0.469], [4.278, -0.512, -0.792], [4.255, -1.520, -0.869], [5.145, 0.216, -1.687], [6.440, -0.548, -1.879], [7.185, 0.008, -2.437], [6.852, -0.943, -0.957], [5.846, -1.932, -2.913], [6.833, -2.353, -3.865], [5.286, -2.938, -2.048], [4.476, -1.025, -3.725], [4.513, 0.351, -3.088], [5.126, 1.031, -3.681], [3.515, 0.780, -2.998], [3.565, -1.571, -3.501], [4.661, -1.020, -4.793], [5.291, 1.207, -1.242], [1.056, 1.112, 0.971], [0.370, -0.519, 1.041], [0.601, 1.365, 3.430], [-0.211, -0.201, 3.420], [-1.769, 1.749, 3.295], [-1.043, 2.221, 1.760], [-2.431, -0.446, 2.274], [-1.811, 0.116, 0.721], [-4.040, 1.445, 2.318], [-3.396, 2.037, 0.788], [-4.715, -0.678, 1.206], [-4.093, -0.072, -0.329], [-6.366, 1.157, 1.291], [-5.681, 1.864, -0.171], [-6.323, -0.197, -1.443], [-7.687, 0.708, -0.788], [-7.808, -0.908, 1.132], [-8.068, -1.679, -0.433], [-6.521, -1.858, 0.387]],
  "mulliken_charge": [-1.1588, -0.4642, -0.5700, -0.5320, -0.8433, -0.5255, -0.6980, -0.7313, -0.2821, -0.7473, 0.3734, 0.3977, -0.4379, 0.6824, -0.6703, -0.0635, 0.2653, -0.1114, -0.9933, 0.4033, 0.4182, 1.1576, -0.7006, -0.6834, -0.7142, -0.8622, 0.3713, 0.3990, 0.3111, 0.4367, 0.5362, 0.3162, 0.2359, 0.3733, 0.3408, 0.3718, 0.3172, 0.2835, 0.2777, 0.3551, 0.3568, 0.2889, 0.2995, 0.2881, 0.3488, 0.2995, 0.3270, 0.2884, 0.3604, 0.3082]
}

=====

No. 6
{
  "formula": "C8H6F5NS",
  "method": "wB97M-V/def2-TZVPD",
  "spin_multiplicity": 1,
  "de_lowest_kj_mol": 18.43,
  "gap_ha": 0.331,
  "fmax_ev_per_a": 6.457,
  "symbols": ["C", "C", "C", "C", "C", "C", "C", "C", "N", "F", "F", "F", "F", "F", "S", "H", "H", "H", "H", "H", "H"],
  "positions_angstrom": [[-1.049, -0.961, 0.668], [-2.276, -1.354, 0.057], [-0.842, 0.385, 0.843], [-3.081, -0.431, -0.472], [-1.789, 1.323, 0.381], [-2.879, 0.928, -0.328], [3.753, 0.989, -0.002], [2.966, 0.648, -1.238], [-0.189, -1.932, 1.182], [-2.422, -2.683, -0.156], [0.243, 0.845, 1.430], [-4.164, -0.784, -1.086], [-1.515, 2.660, 0.525], [-3.831, 1.737, -0.760], [3.165, -0.762, -0.069], [4.754, 1.013, -0.234], [3.387, 1.496, 0.748], [2.040, 1.149, -1.317], [3.272, 0.477, -2.281], [0.783, -1.841, 1.283], [-0.327, -2.901, 0.825]],
  "mulliken_charge": [0.0697, 0.1941, 0.3012, 0.4794, 0.3037, 0.2491, -0.5722, -0.4097, -0.5186, -0.3121, -0.3286, -0.3106, -0.3113, -0.2832, -0.1651, 0.2886, 0.3387, 0.2185, 0.3010, 0.2034, 0.2641]
}

=====

No. 7
{
  "formula": "C4H9NO2",
  "method": "wB97M-V/def2-TZVPD",
  "spin_multiplicity": 1,
  "de_lowest_kj_mol": 759.58,
  "gap_ha": [0.268, 0.274],
  "fmax_ev_per_a": 3.413,
  "symbols": ["C", "C", "N", "C", "C", "O", "O", "H", "H", "H", "H", "H", "H", "H", "H", "H"],
  "positions_angstrom": [[0.936, -0.325, -0.525], [-0.931, 0.283, 1.855], [0.974, -0.634, -1.905], [-1.322, 0.580, -0.763], [-1.065, 0.354, 0.412], [1.809, 0.713, -0.212], [1.267, -1.421, 0.261], [1.502, -1.092, 1.139], [1.602, 1.437, -0.816], [1.906, -0.965, -2.167], [0.309, -1.367, -2.118], [-1.428, 0.612, -1.823], [-2.867, 1.017, -0.013], [-0.013, 0.786, 2.169], [-1.783, 0.780, 2.322], [-0.896, -0.758, 2.185]],
  "mulliken_charge": [0.3112, -1.2687, -0.6786, -0.6177, 0.6753, -0.5643, -0.5121, 0.3136, 0.3609, 0.2612, 0.2529, 0.4092, 0.0640, 0.3002, 0.4064, 0.2865]
}

=====

No. 8
{
  "formula": "C5H9NO",
  "method": "wB97M-V/def2-TZVPD",
  "spin_multiplicity": 1,
  "de_lowest_kj_mol": 90.43,
  "gap_ha": 0.428,
  "fmax_ev_per_a": 1.150,
  "symbols": ["C", "C", "C", "O", "C", "C", "N", "H", "H", "H", "H", "H", "H", "H", "H", "H"],
  "positions_angstrom": [[0.380, 1.972, -0.604], [0.513, 0.681, 0.201], [-0.404, -0.428, -0.309], [-0.112, -0.787, -1.648], [-0.227, -1.735, 0.470], [-0.549, -1.622, 1.895], [-0.796, -1.538, 3.022], [-0.664, 2.307, -0.644], [0.981, 2.772, -0.160], [0.733, 1.847, -1.634], [0.275, 0.878, 1.253], [1.548, 0.316, 0.170], [-1.453, -0.099, -0.213], [-0.182, 0.004, -2.195], [0.815, -2.059, 0.372], [-0.857, -2.510, 0.023]],
  "mulliken_charge": [-1.2590, -0.3657, -0.0356, -0.5114, -0.5148, 0.2425, -0.4343, 0.3203, 0.3684, 0.3329, 0.3685, 0.2598, 0.2512, 0.3374, 0.3061, 0.3338]
}

=====

Copy entry 6 word for word.
{
  "formula": "C8H6F5NS",
  "method": "wB97M-V/def2-TZVPD",
  "spin_multiplicity": 1,
  "de_lowest_kj_mol": 18.43,
  "gap_ha": 0.331,
  "fmax_ev_per_a": 6.457,
  "symbols": ["C", "C", "C", "C", "C", "C", "C", "C", "N", "F", "F", "F", "F", "F", "S", "H", "H", "H", "H", "H", "H"],
  "positions_angstrom": [[-1.049, -0.961, 0.668], [-2.276, -1.354, 0.057], [-0.842, 0.385, 0.843], [-3.081, -0.431, -0.472], [-1.789, 1.323, 0.381], [-2.879, 0.928, -0.328], [3.753, 0.989, -0.002], [2.966, 0.648, -1.238], [-0.189, -1.932, 1.182], [-2.422, -2.683, -0.156], [0.243, 0.845, 1.430], [-4.164, -0.784, -1.086], [-1.515, 2.660, 0.525], [-3.831, 1.737, -0.760], [3.165, -0.762, -0.069], [4.754, 1.013, -0.234], [3.387, 1.496, 0.748], [2.040, 1.149, -1.317], [3.272, 0.477, -2.281], [0.783, -1.841, 1.283], [-0.327, -2.901, 0.825]],
  "mulliken_charge": [0.0697, 0.1941, 0.3012, 0.4794, 0.3037, 0.2491, -0.5722, -0.4097, -0.5186, -0.3121, -0.3286, -0.3106, -0.3113, -0.2832, -0.1651, 0.2886, 0.3387, 0.2185, 0.3010, 0.2034, 0.2641]
}